# 1
Formula: C29H32N6O4Ru
Source: the OMol25 dataset
Level of theory: ωB97M-V/def2-TZVPD

For the energy relative to the best compared isomer or geometry (same formula, charge and spin), the calculation gives 0.0 kcal per mole. As for the expectation value of S²: 0.756. As for the highest occupied orbital energy (spin up / spin down): -10.35 / -10.25 eV. Its net charge is +1. The calculation puts the frontier orbital gap (spin up / spin down) at 0.27794 / 0.25415 hartree. As for the multiplicity: 2.

Structure (XYZ):
```
72
Properties=species:S:1:pos:R:3:forces:R:3
Ru 1.593 0.880 -0.020 1.0 0.5 -0.8
O 1.298 -0.899 -0.868 -0.8 -0.6 0.0
C 2.104 -1.684 -1.529 -0.1 0.3 0.0
C 1.737 -3.030 -1.731 0.0 -0.1 -0.1
C 2.542 -3.874 -2.453 0.0 0.0 0.0
C 3.742 -3.425 -3.037 -0.1 0.0 0.0
C 4.124 -2.129 -2.837 0.0 0.0 0.0
C 3.333 -1.246 -2.066 0.2 0.0 0.2
C 3.844 0.052 -1.796 0.0 0.0 -0.3
N 3.284 1.013 -1.136 0.7 0.0 0.5
C 4.110 2.223 -0.940 -0.1 0.1 -0.2
C 3.161 3.287 -0.432 0.2 -0.1 0.1
N 2.508 2.622 0.681 -1.4 1.0 0.0
C 2.359 3.178 1.825 0.3 -0.3 0.1
C 1.868 2.441 2.952 -0.2 0.1 -0.1
C 1.580 3.104 4.160 0.0 0.0 -0.1
C 1.172 2.404 5.266 0.0 -0.1 0.0
C 1.080 1.007 5.178 0.0 0.1 0.1
C 1.381 0.337 4.014 0.0 0.0 0.0
C 1.775 1.035 2.862 -0.1 -0.3 0.0
O 2.063 0.314 1.789 0.8 -0.3 0.4
H 0.806 -3.373 -1.301 0.0 0.0 0.0
H 2.247 -4.909 -2.574 0.0 0.0 0.0
H 4.350 -4.097 -3.626 0.0 0.0 0.0
H 5.048 -1.758 -3.267 0.0 0.0 0.0
H 4.842 0.251 -2.189 -0.1 0.1 -0.1
H 4.613 2.537 -1.856 -0.1 -0.1 -0.1
H 4.870 2.005 -0.187 0.0 0.1 0.0
H 2.416 3.507 -1.199 0.1 0.0 0.0
H 3.672 4.210 -0.152 0.0 0.0 0.1
H 2.667 4.215 1.965 0.2 -0.1 0.1
H 1.689 4.182 4.200 0.0 0.0 0.0
H 0.944 2.913 6.192 0.0 0.0 0.0
H 0.768 0.440 6.046 0.0 0.0 0.0
H 1.319 -0.742 3.952 0.0 0.0 0.0
O -3.109 -1.585 -4.175 0.0 0.0 0.1
C -3.854 -0.378 -4.148 0.1 0.0 0.0
N -3.036 0.612 -3.509 0.0 -0.1 0.1
C -3.233 0.986 -2.218 0.0 0.0 0.0
O -4.210 0.680 -1.561 0.0 0.1 -0.1
C -2.163 1.849 -1.613 0.0 0.0 0.0
C -2.531 2.862 -0.739 -0.1 0.0 0.0
C -1.541 3.644 -0.178 0.0 0.1 0.0
C -0.219 3.337 -0.447 0.0 0.1 -0.2
N 0.161 2.302 -1.210 -0.4 -0.3 0.2
C -0.818 1.603 -1.806 0.3 0.0 -0.3
H -3.654 -2.280 -4.559 0.0 0.0 0.0
H -4.765 -0.475 -3.561 0.0 0.0 0.0
H -4.094 -0.046 -5.160 0.0 0.0 0.0
H -2.169 0.855 -3.960 0.0 0.1 0.0
H -3.580 3.023 -0.523 0.0 0.0 0.0
H -1.777 4.474 0.473 0.0 0.0 0.0
H 0.571 3.959 -0.055 0.0 -0.1 0.2
H -0.485 0.798 -2.453 0.0 -0.1 0.2
N -0.246 0.313 0.816 -0.3 0.0 0.3
C -0.966 -0.594 0.823 -0.3 0.3 -0.1
N -1.802 -1.588 0.842 0.1 -0.1 0.0
C -1.326 -2.967 1.047 0.0 0.1 0.1
C -2.083 -3.603 2.205 0.0 0.0 -0.1
C -3.593 -3.489 1.994 0.1 0.1 0.0
C -3.992 -2.024 1.823 0.0 0.0 0.0
C -3.252 -1.410 0.645 0.1 -0.1 0.0
H -0.253 -2.937 1.225 0.0 0.0 0.0
H -1.508 -3.520 0.120 0.0 0.0 0.0
H -1.805 -3.092 3.130 0.0 0.0 0.0
H -1.777 -4.646 2.296 0.0 0.0 0.0
H -4.123 -3.933 2.836 0.0 0.0 0.0
H -3.879 -4.050 1.097 0.0 0.0 0.0
H -3.740 -1.469 2.731 -0.1 0.0 0.0
H -5.065 -1.923 1.656 0.0 0.0 0.0
H -3.470 -0.355 0.515 0.0 0.0 0.0
H -3.524 -1.922 -0.283 0.0 0.0 0.0
```
Positions in Å, forces in eV/Å.

# 2
Formula: C29H33BFeGeIN5O2SSe
Source: the OMol25 dataset
Level of theory: ωB97M-V/def2-TZVPD

For the energy relative to the best compared isomer or geometry (same formula, charge and spin), the calculation gives 6.7 kcal per mole. As for the expectation value of S²: 0.832. As for the highest occupied orbital energy (spin up / spin down): -10.21 / -10.29 eV. Its net charge is +1. The calculation puts the frontier orbital gap (spin up / spin down) at 0.24374 / 0.24677 hartree. As for the multiplicity: 2.

Structure (XYZ):
```
75
Properties=species:S:1:pos:R:3:forces:R:3
Fe -0.004 0.247 1.450 0.4 -0.3 -0.7
N -3.321 -2.110 2.858 0.0 0.0 0.0
C -2.281 -1.547 2.217 0.0 0.0 0.1
S -0.759 -1.524 2.996 0.0 0.2 0.0
N -2.585 -1.065 1.019 -0.1 0.1 0.0
N -1.589 -0.461 0.342 0.0 0.1 0.0
C -1.857 -0.344 -0.929 0.1 -0.1 0.0
C -3.116 -0.904 -1.500 0.0 0.0 0.0
C -3.190 -2.248 -1.850 0.0 0.0 0.0
C -4.355 -2.758 -2.400 0.0 0.0 0.0
C -5.451 -1.928 -2.603 0.0 0.0 0.0
C -5.378 -0.587 -2.254 0.0 0.0 0.0
C -4.210 -0.074 -1.705 0.0 0.0 -0.1
C -0.893 0.203 -1.888 0.0 0.0 -0.1
C -1.028 -0.073 -3.252 0.0 -0.1 0.0
C -0.090 0.386 -4.152 0.0 0.0 0.0
C 0.988 1.144 -3.703 0.0 0.0 0.0
C 1.059 1.426 -2.365 0.0 0.0 0.0
N 0.146 0.959 -1.489 0.0 0.1 0.0
H -3.159 -2.604 3.716 0.0 0.0 0.0
H -4.182 -2.247 2.355 0.0 0.0 0.0
H -2.337 -2.894 -1.679 0.0 0.0 0.0
H -4.410 -3.804 -2.669 0.0 0.0 0.0
H -6.359 -2.327 -3.033 0.0 0.0 0.0
H -6.229 0.062 -2.412 0.0 0.0 0.0
H -4.152 0.974 -1.434 0.0 0.0 0.0
H -1.871 -0.658 -3.583 0.0 0.0 0.0
H -0.198 0.159 -5.204 0.0 0.0 0.0
H 1.742 1.523 -4.377 0.0 0.0 0.0
H 1.843 2.033 -1.935 0.0 0.0 0.0
C 5.442 -2.002 -2.140 0.0 0.0 0.0
Ge 3.749 -2.706 -1.478 0.0 0.0 0.0
C 4.045 -4.100 -0.145 0.0 0.0 0.0
C 2.652 -3.408 -2.931 0.0 0.0 0.0
C 2.718 -1.166 -0.766 0.0 0.0 0.0
Se 1.406 -1.644 0.594 -0.1 0.1 0.0
C 2.666 -1.728 2.067 0.0 0.0 0.0
H 6.014 -2.786 -2.638 0.0 0.0 0.0
H 6.042 -1.612 -1.318 0.0 0.0 0.0
H 5.275 -1.196 -2.856 0.0 0.0 0.0
H 4.314 -5.023 -0.660 0.0 0.0 0.0
H 3.143 -4.292 0.437 0.0 0.0 0.0
H 4.860 -3.844 0.532 0.0 0.0 0.0
H 3.094 -4.312 -3.351 0.0 0.0 0.0
H 2.555 -2.672 -3.731 0.0 0.0 0.0
H 1.654 -3.658 -2.566 0.0 0.0 0.0
H 2.147 -0.784 -1.612 0.0 0.0 0.0
H 3.337 -0.353 -0.387 0.0 0.0 0.0
H 3.458 -2.428 1.818 0.0 0.0 0.0
H 2.122 -2.074 2.942 0.0 0.0 0.0
H 3.072 -0.734 2.240 0.0 0.0 0.0
O 1.523 1.617 0.544 -0.3 0.1 0.3
B 0.212 1.546 -0.066 -0.2 0.0 0.1
O -0.408 2.835 -0.030 0.0 0.0 0.0
C 0.443 3.618 0.700 0.0 0.0 0.0
C 0.265 4.926 1.090 0.0 0.0 0.0
C 1.307 5.525 1.798 0.0 0.0 0.0
C 2.475 4.833 2.095 0.0 0.0 0.0
C 2.641 3.504 1.706 0.0 0.0 0.0
C 1.601 2.927 1.021 0.0 0.0 0.0
H -0.641 5.464 0.843 0.0 0.0 0.0
H 1.205 6.553 2.116 0.0 0.0 0.0
H 3.266 5.329 2.639 0.0 0.0 0.0
H 3.539 2.948 1.938 0.0 0.0 0.0
I 1.124 1.317 4.215 0.0 -0.1 0.2
C -0.870 1.685 3.757 0.0 0.2 -0.2
C -1.796 2.015 4.730 0.3 0.0 0.1
C -3.090 2.286 4.327 -0.1 0.0 0.0
C -3.402 2.243 2.979 0.0 0.1 0.0
C -2.416 1.891 2.082 0.1 0.1 -0.2
N -1.164 1.598 2.456 -0.1 -0.5 0.4
H -1.506 2.051 5.769 0.0 0.0 0.0
H -3.843 2.538 5.061 0.0 0.0 0.0
H -4.397 2.469 2.624 0.0 0.0 0.0
H -2.607 1.843 1.019 0.0 -0.1 0.0
```
Positions in Å, forces in eV/Å.

# 3
Formula: C29H33BN10OSc
Source: the OMol25 dataset
Level of theory: ωB97M-V/def2-TZVPD

For the energy relative to the best compared isomer or geometry (same formula, charge and spin), the calculation gives 2.5 kcal per mole. As for the highest occupied orbital energy: -10.27 eV. Its net charge is +1. The calculation puts the frontier orbital gap at 0.28560 hartree.

Structure (XYZ):
```
75
Properties=species:S:1:pos:R:3:forces:R:3
Sc -0.346 0.066 -0.483 0.3 0.1 0.0
B 0.227 -2.888 -1.654 0.0 -0.1 0.0
N -1.240 -2.818 -1.170 0.0 0.1 0.1
C -2.207 -3.737 -1.102 0.1 0.0 -0.1
C -3.313 -3.175 -0.485 0.0 0.0 0.1
C -2.923 -1.872 -0.190 0.0 0.0 -0.1
N -1.671 -1.668 -0.610 -0.1 -0.1 0.0
N 0.428 -1.909 -2.835 0.0 0.1 -0.1
C 0.606 -2.116 -4.140 0.0 -0.1 0.0
C 0.750 -0.890 -4.770 0.0 0.0 0.0
C 0.633 0.035 -3.738 0.0 0.0 0.0
N 0.443 -0.586 -2.569 -0.1 0.0 -0.1
H 0.521 -4.003 -1.963 0.0 -0.1 0.0
H 0.907 -2.428 -0.759 0.0 0.0 0.1
H -2.040 -4.726 -1.494 0.0 0.0 0.0
H -4.258 -3.644 -0.279 0.0 0.0 0.0
H -3.460 -1.074 0.299 0.0 0.0 0.0
H 0.632 -3.120 -4.529 0.0 0.0 0.0
H 0.924 -0.704 -5.814 0.0 0.0 0.0
H 0.681 1.113 -3.781 0.0 0.0 0.0
C 1.367 -1.820 1.887 0.1 0.1 0.0
N 0.299 -0.867 1.532 -0.2 -0.1 0.2
C -0.531 -0.558 2.474 0.0 0.1 0.0
C -1.555 0.394 2.234 0.0 -0.2 0.1
C -2.602 0.826 3.042 0.0 0.0 -0.1
C -3.355 1.705 2.252 0.0 0.0 0.0
C -2.734 1.752 1.012 0.1 0.0 -0.1
N -1.634 0.965 0.981 -0.1 0.1 0.1
C 0.901 -2.996 2.705 0.0 -0.1 0.0
C 1.504 -3.311 3.913 0.0 0.0 0.0
C 1.079 -4.411 4.647 0.0 0.0 0.0
C 0.042 -5.198 4.175 0.0 0.0 0.0
C -0.571 -4.884 2.967 0.0 0.0 0.0
C -0.144 -3.790 2.235 0.0 0.0 0.0
H 2.157 -1.281 2.423 0.0 0.0 0.0
H 1.800 -2.200 0.960 0.0 0.0 0.0
H -0.467 -1.016 3.461 0.0 0.0 0.0
H -2.788 0.533 4.062 0.0 0.0 0.0
H -4.244 2.241 2.541 0.0 0.0 0.0
H -3.036 2.313 0.140 0.0 0.0 0.0
H 2.314 -2.694 4.286 0.0 0.0 0.0
H 1.558 -4.649 5.587 0.0 0.0 0.0
H -0.292 -6.055 4.744 0.0 0.0 0.0
H -1.382 -5.497 2.595 0.0 0.0 0.0
H -0.627 -3.547 1.295 0.0 0.0 0.0
N 2.001 0.370 -0.394 -0.1 0.0 -0.1
C 2.691 1.391 0.352 0.1 0.0 0.0
C 2.182 1.831 1.569 0.0 0.0 0.0
C 2.840 2.839 2.265 0.0 0.0 0.0
C 3.988 3.419 1.746 0.0 0.0 0.0
C 4.491 2.980 0.528 0.0 0.0 0.0
C 3.848 1.965 -0.165 -0.1 0.0 0.0
H 2.280 0.406 -1.370 0.0 0.0 0.0
H 2.255 -0.560 -0.064 0.1 0.0 0.0
H 1.271 1.404 1.963 0.0 0.0 0.0
H 2.440 3.178 3.211 0.0 0.0 0.0
H 4.495 4.204 2.290 0.0 0.0 0.0
H 5.391 3.419 0.119 0.0 0.0 0.0
H 4.242 1.612 -1.111 0.0 0.0 0.0
C -3.083 2.632 -3.569 0.0 0.0 0.0
N -1.900 3.100 -2.844 0.0 0.0 0.0
C -1.402 4.356 -2.988 0.0 0.0 0.0
C -0.315 4.761 -2.302 -0.1 0.0 0.0
C 0.298 3.821 -1.414 0.0 0.0 -0.1
N -0.168 2.576 -1.302 0.0 0.0 -0.1
C -1.279 2.227 -1.989 0.0 -0.2 0.1
O -1.744 1.079 -1.839 -0.1 0.1 -0.1
N 1.351 4.186 -0.691 0.0 0.0 0.0
H -3.437 3.438 -4.205 0.0 0.0 0.0
H -3.858 2.347 -2.861 0.0 0.0 0.0
H -2.821 1.766 -4.173 0.0 0.0 0.0
H -1.934 5.000 -3.674 0.0 0.0 0.0
H 0.066 5.764 -2.414 0.0 0.0 0.0
H 1.704 5.126 -0.741 0.0 0.0 0.0
H 1.753 3.554 -0.014 0.0 0.0 0.0
```
Positions in Å, forces in eV/Å.

# 4
Formula: C29H33CdIN3O5
Source: the OMol25 dataset
Level of theory: ωB97M-V/def2-TZVPD

For the energy relative to the best compared isomer or geometry (same formula, charge and spin), the calculation gives 0.0 kcal per mole. As for the highest occupied orbital energy: -10.01 eV. Its net charge is +1. The calculation puts the frontier orbital gap at 0.27363 hartree.

Structure (XYZ):
```
72
Properties=species:S:1:pos:R:3:forces:R:3
Cd -0.116 0.881 -0.739 0.1 0.0 -0.1
C -0.710 3.068 3.511 0.0 0.0 0.0
C -1.325 1.712 3.344 0.0 0.0 0.1
N -2.127 1.274 4.274 0.0 0.0 0.0
C -2.656 0.035 4.155 0.0 0.0 0.0
C -2.391 -0.800 3.109 -0.1 0.0 0.0
C -2.993 -2.184 3.136 0.0 0.0 0.0
O -2.009 -3.216 3.229 0.0 0.0 0.0
C -1.532 -0.350 2.057 0.0 0.0 -0.1
C -1.266 -1.304 1.011 0.0 0.0 0.2
N -0.512 -1.209 -0.041 0.0 0.0 0.1
C -0.290 -2.398 -0.776 0.0 0.1 0.0
C -0.193 -3.629 -0.119 0.0 0.0 0.0
C 0.028 -4.803 -0.814 0.0 0.0 -0.1
C 0.202 -4.779 -2.191 0.0 0.0 0.1
C 0.150 -3.567 -2.857 0.0 0.0 0.0
C -0.096 -2.396 -2.155 0.0 -0.1 -0.1
I -0.215 -0.645 -3.298 0.0 0.0 0.0
C -0.986 0.953 2.162 0.0 0.0 -0.1
O -0.211 1.530 1.305 -0.1 -0.1 0.1
H -1.039 3.497 4.454 0.0 0.0 0.0
H -0.992 3.729 2.690 0.0 0.0 0.0
H 0.378 3.005 3.491 0.0 0.0 0.0
H -3.306 -0.282 4.962 0.0 0.0 0.0
H -3.562 -2.398 2.230 0.0 0.0 0.0
H -3.692 -2.245 3.972 0.0 0.0 0.0
H -1.560 -3.122 4.076 0.0 0.0 0.0
H -1.755 -2.260 1.163 0.0 0.0 0.0
H -0.285 -3.662 0.960 0.0 0.0 0.0
H 0.080 -5.738 -0.272 0.0 0.0 0.0
H 0.383 -5.690 -2.744 0.0 0.0 0.0
H 0.287 -3.533 -3.930 0.0 0.0 0.0
O -2.564 1.484 -0.764 0.0 0.0 0.0
C -2.184 2.555 -1.232 0.0 0.0 0.0
O -1.022 2.794 -1.702 0.0 0.0 0.0
C -3.136 3.753 -1.187 0.0 0.0 0.0
N -2.399 4.904 -1.843 0.0 0.0 -0.1
C -2.208 5.991 -0.819 0.0 0.0 0.0
C -2.252 5.227 0.492 0.0 0.0 0.0
C -3.373 4.215 0.256 0.0 0.0 0.0
H -4.047 3.534 -1.737 0.0 0.0 0.0
H -2.853 5.235 -2.690 0.0 0.0 0.0
H -1.488 4.459 -2.094 0.0 0.0 0.0
H -3.045 6.682 -0.909 0.0 0.0 0.0
H -1.279 6.517 -1.024 0.0 0.0 0.0
H -2.442 5.886 1.336 0.0 0.0 0.0
H -1.302 4.716 0.662 0.0 0.0 0.0
H -4.350 4.690 0.349 0.0 0.0 0.0
H -3.340 3.364 0.933 0.0 0.0 0.0
C 3.774 -4.705 -0.943 0.0 0.0 0.0
C 3.556 -3.224 -1.071 0.0 0.0 0.0
C 3.806 -2.567 -2.271 0.0 0.0 0.0
C 3.647 -1.197 -2.392 0.0 0.0 0.0
C 3.944 -0.518 -3.704 0.0 0.0 0.0
C 3.175 -0.471 -1.283 0.0 0.0 0.0
C 3.012 0.976 -1.460 0.0 0.0 0.0
O 2.037 1.635 -1.129 0.0 0.0 0.0
C 2.917 -1.108 -0.056 0.0 0.0 0.0
C 2.586 -0.365 1.214 0.0 0.0 0.0
C 3.118 -2.479 0.017 0.0 0.0 0.0
H 4.359 -5.093 -1.775 0.0 0.0 0.0
H 2.817 -5.228 -0.930 0.0 0.0 0.0
H 4.292 -4.943 -0.015 0.0 0.0 0.0
H 4.155 -3.135 -3.126 0.0 0.0 0.0
H 4.256 -1.250 -4.447 0.0 0.0 0.0
H 4.749 0.213 -3.606 0.0 0.0 0.0
H 3.069 0.002 -4.099 0.0 0.0 0.0
H 3.835 1.513 -1.955 0.0 0.0 0.0
H 2.038 0.560 1.068 0.0 0.0 0.0
H 3.512 -0.120 1.739 0.0 0.0 0.0
H 1.995 -0.999 1.876 0.0 0.0 0.0
H 2.951 -2.978 0.966 0.0 0.0 0.0
```
Positions in Å, forces in eV/Å.